(1)
A structure of composition C35H57NO5PRu in a non-equilibrium geometry. Source: OMol25; level of theory: ωB97M-V/def2-TZVPD.

Summary:
<S²>   8.8097
E_LUMO (alpha / beta)   3.45 / 3.43 eV
Gap between HOMO and LUMO (alpha / beta)   0.8005 / 4.2798 eV
E_tot   -2234.6867 hartree

```
! wB97M-V def2-TZVPD RIJCOSX def2/J DEFGRID3
* xyz -2 6
C 0.302 -1.042 -6.025
C 0.164 -1.782 -4.657
C -0.145 0.416 -5.781
C -0.884 0.471 -4.410
H -0.834 0.745 -6.566
H 0.732 1.082 -5.789
C -0.920 -1.007 -3.890
H 1.135 -1.717 -4.151
H -0.075 -2.835 -4.873
C -1.159 -1.366 -2.338
H -1.854 -1.423 -4.330
H -1.947 0.765 -4.531
C -0.238 1.552 -3.630
C 1.726 -1.121 -6.581
C -0.488 -1.621 -7.201
O -0.985 -0.963 -8.104
O 2.719 -1.011 -5.882
O 1.779 -1.371 -7.901
O -0.518 -2.961 -7.206
C -1.030 -3.505 -8.427
H -0.945 -4.579 -8.304
H -0.430 -3.155 -9.270
H -2.072 -3.214 -8.570
C 3.103 -1.547 -8.405
H 3.715 -0.665 -8.207
H 2.995 -1.700 -9.472
H 3.572 -2.423 -7.956
O -0.772 -0.601 -1.230
H -0.802 -2.399 -2.177
H -2.253 -1.359 -2.261
C -1.110 2.309 -2.700
C 1.192 1.371 -3.318
H 1.706 1.988 -4.060
H 1.595 0.350 -3.443
H 1.509 1.723 -2.322
H -0.710 2.509 -1.683
H -2.126 1.884 -2.577
H -1.220 3.287 -3.190
Ru -0.421 -0.390 0.626
C -2.304 -0.977 1.489
C -2.996 -1.271 0.274
C -2.481 -2.482 -0.237
H -3.787 -0.645 -0.129
C -1.397 -2.918 0.541
C -1.237 -1.998 1.643
H -0.652 -2.146 2.550
H -2.632 -0.317 2.286
H -2.855 -3.008 -1.108
H -0.788 -3.808 0.394
C 2.525 -0.101 1.106
C 2.535 -1.371 1.730
C 1.637 -2.220 1.079
H 3.202 -1.679 2.533
C 1.129 -1.533 -0.086
C 1.659 -0.147 -0.027
H 1.710 0.533 -0.877
H 3.194 0.723 1.342
H 1.476 -3.274 1.278
H 0.936 -2.061 -1.011
C -2.808 1.848 3.504
C -1.492 2.357 4.102
C -1.149 3.673 3.377
C -1.744 2.666 5.593
P -0.124 1.097 3.819
N -0.235 0.611 2.216
C 1.536 1.933 4.127
C 1.505 2.884 5.346
C 2.668 0.924 4.381
C 1.889 2.739 2.869
C -0.273 -0.335 5.067
C -1.717 -0.859 5.113
C 0.658 -1.486 4.644
C 0.107 0.070 6.512
H -3.555 2.651 3.595
H -3.201 0.977 4.036
H -2.689 1.605 2.445
H -2.055 4.298 3.383
H -0.366 4.251 3.880
H -0.870 3.497 2.331
H -2.172 1.821 6.145
H -0.861 3.030 6.126
H -2.489 3.475 5.629
H 1.220 2.379 6.277
H 2.530 3.258 5.494
H 0.864 3.759 5.203
H 2.692 0.140 3.619
H 3.625 1.468 4.334
H 2.622 0.468 5.375
H 1.739 2.142 1.965
H 1.298 3.655 2.787
H 2.949 3.029 2.931
H -2.091 -1.149 4.122
H -1.729 -1.756 5.753
H -2.410 -0.145 5.576
H 1.667 -1.378 5.056
H 0.260 -2.434 5.036
H 0.746 -1.568 3.557
H 1.166 0.314 6.639
H -0.493 0.896 6.906
H -0.097 -0.801 7.155
*
```

(2)
A cluster of 8 separate species, C35H59O25 in total. Source: OMol25; level of theory: ωB97M-V/def2-TZVPD.

Summary:
E_LUMO   1.70 eV
Gap between HOMO and LUMO   7.1805 eV
E_tot   -3250.1985 hartree
Relative energy (zero: lowest compared OMol25 entry of this formula, charge and spin)   0.000 eV

```
! wB97M-V def2-TZVPD RIJCOSX def2/J DEFGRID3
* xyz -1 1
O -6.783 -3.064 10.683
C -6.051 -3.807 10.048
C -6.268 -5.290 10.095
C -5.779 -6.074 9.129
C -5.051 -5.445 7.978
O -5.088 -5.954 6.880
C -4.404 -4.118 8.250
C -3.131 -3.752 7.482
O -3.074 -2.625 6.975
O -2.284 -4.664 7.532
C -4.924 -3.337 9.215
H -6.865 -5.661 10.924
H -5.950 -7.146 9.101
H -4.532 -2.337 9.376
C 0.204 -1.787 5.364
C -0.908 -2.533 4.665
O -1.552 -1.689 3.672
C -0.938 -1.563 2.520
O 0.093 -2.091 2.169
O -1.660 -0.738 1.743
C -1.104 -0.491 0.455
H -0.185 -0.871 5.811
H 0.599 -2.412 6.164
H 1.016 -1.530 4.681
H -1.689 -2.792 5.377
H -0.543 -3.434 4.173
H -0.877 -1.424 -0.057
H -0.196 0.107 0.538
H -1.862 0.062 -0.093
C -5.439 0.685 1.311
C -6.592 -0.100 0.733
O -7.325 0.666 -0.250
C -6.771 0.729 -1.456
O -5.749 0.197 -1.807
O -7.552 1.488 -2.232
C -7.033 1.705 -3.547
H -5.788 1.632 1.726
H -4.963 0.114 2.108
H -4.689 0.897 0.549
H -7.330 -0.333 1.497
H -6.256 -1.031 0.279
H -6.786 0.761 -4.026
H -6.146 2.336 -3.502
H -7.814 2.211 -4.107
C 3.415 -3.065 2.927
C 3.313 -1.979 1.883
O 4.256 -0.910 2.132
C 5.501 -1.139 1.747
O 5.919 -2.114 1.173
O 6.248 -0.075 2.070
C 7.639 -0.237 1.788
H 3.288 -2.645 3.925
H 2.624 -3.797 2.764
H 4.380 -3.571 2.879
H 2.336 -1.508 1.921
H 3.477 -2.367 0.878
H 7.792 -0.568 0.762
H 8.081 -0.957 2.475
H 8.088 0.742 1.934
C 7.631 -3.737 -1.111
C 8.566 -4.704 -1.799
O 9.912 -4.185 -1.866
C 10.635 -4.325 -0.760
O 10.304 -4.888 0.251
O 11.816 -3.727 -0.958
C 12.696 -3.783 0.167
H 7.671 -2.759 -1.594
H 6.606 -4.103 -1.163
H 7.884 -3.611 -0.060
H 8.287 -4.849 -2.841
H 8.581 -5.674 -1.304
H 12.829 -4.809 0.503
H 12.305 -3.183 0.987
H 13.641 -3.373 -0.178
C 5.831 2.968 -2.797
C 5.895 1.906 -3.872
O 7.225 1.768 -4.408
C 8.062 1.050 -3.661
O 7.797 0.501 -2.623
O 9.251 1.029 -4.266
C 10.252 0.281 -3.568
H 6.214 3.916 -3.176
H 4.798 3.112 -2.480
H 6.418 2.676 -1.927
H 5.286 2.181 -4.731
H 5.558 0.940 -3.498
H 9.905 -0.728 -3.357
H 10.515 0.777 -2.635
H 11.112 0.252 -4.231
C -3.950 4.609 -8.876
C -4.154 3.168 -9.292
O -3.320 2.275 -8.535
C -3.771 1.972 -7.316
O -4.809 2.347 -6.832
O -2.885 1.170 -6.731
C -3.218 0.799 -5.387
H -2.897 4.880 -8.948
H -4.523 5.267 -9.529
H -4.282 4.767 -7.851
H -3.848 3.012 -10.325
H -5.194 2.865 -9.185
H -4.223 0.387 -5.336
H -3.143 1.662 -4.728
H -2.492 0.047 -5.096
C -6.867 8.480 -2.223
C -6.557 8.289 -0.755
O -7.458 7.356 -0.137
C -7.176 6.068 -0.351
O -6.239 5.647 -0.981
O -8.108 5.334 0.247
C -7.932 3.918 0.099
H -7.909 8.776 -2.356
H -6.229 9.261 -2.639
H -6.692 7.560 -2.779
H -6.704 9.214 -0.200
H -5.532 7.951 -0.605
H -6.939 3.615 0.426
H -8.082 3.621 -0.936
H -8.685 3.451 0.726
*
```

(3)
A structure of composition C35H60F3MnO16 in a non-equilibrium geometry. Source: OMol25; level of theory: ωB97M-V/def2-TZVPD.

Summary:
<S²>   8.7532
E_LUMO (alpha / beta)   -2.74 / -3.01 eV
Gap between HOMO and LUMO (alpha / beta)   7.2212 / 6.9501 eV
E_tot   -4023.7361 hartree

```
! wB97M-V def2-TZVPD RIJCOSX def2/J DEFGRID3
* xyz 1 6
Mn -21.913 3.291 -8.329
C -21.672 2.106 -5.716
O -22.456 3.230 -6.017
O -20.820 2.096 -6.839
C -20.918 2.240 -4.297
F -21.743 2.225 -3.239
F -20.008 1.254 -4.005
F -20.298 3.400 -4.293
C -23.708 3.351 -5.303
C -24.844 4.160 -6.089
H -24.544 5.177 -6.342
H -25.267 3.687 -6.975
H -25.692 4.385 -5.441
H -23.521 3.715 -4.293
H -24.219 2.396 -5.179
H -22.367 1.267 -5.732
C -23.320 3.488 -0.694
O -23.988 4.724 -0.906
C -24.153 5.566 0.073
O -23.814 5.310 1.232
O -24.867 6.592 -0.453
C -25.345 7.580 0.494
H -23.750 2.991 0.175
H -22.277 3.763 -0.534
H -23.398 2.812 -1.546
H -26.376 7.788 0.209
H -24.667 8.433 0.521
H -25.259 7.183 1.506
C -20.070 -1.130 -1.345
C -20.577 -0.007 -0.420
C -19.606 1.141 -0.655
O -18.458 0.572 -1.354
C -18.495 -0.864 -1.340
H -20.461 -1.055 -2.359
H -20.204 -2.197 -1.166
H -20.469 -0.225 0.642
H -21.608 0.173 -0.725
H -19.157 1.730 0.145
H -20.017 1.817 -1.405
H -17.961 -0.959 -0.394
H -17.768 -1.327 -2.007
C -19.952 6.084 -1.067
C -19.009 7.204 -1.072
C -19.805 8.400 -1.534
O -20.802 7.775 -2.374
C -20.697 6.382 -2.327
H -20.574 5.911 -0.189
H -19.349 5.189 -1.220
H -18.141 7.039 -1.711
H -18.697 7.471 -0.062
H -19.102 9.134 -1.928
H -20.299 8.817 -0.657
H -20.163 6.019 -3.205
H -21.707 5.982 -2.405
C -24.941 -1.430 -8.131
C -24.984 -0.527 -6.858
C -25.158 -1.436 -5.673
O -25.034 -2.733 -6.123
C -25.268 -2.757 -7.492
H -23.951 -1.383 -8.584
H -25.779 -1.242 -8.803
H -25.841 0.147 -6.875
H -24.047 0.010 -6.711
H -26.184 -1.272 -5.345
H -24.566 -1.152 -4.803
H -26.316 -3.043 -7.577
H -24.798 -3.611 -7.980
O -26.503 2.034 -4.178
C -27.520 1.835 -4.775
O -28.410 0.976 -4.427
C -29.557 0.878 -5.269
C -29.398 2.078 -6.067
C -27.954 2.541 -5.985
H -30.487 0.982 -4.710
H -29.536 0.002 -5.918
H -30.140 2.811 -5.754
H -29.794 1.864 -7.060
H -27.799 3.598 -5.765
H -27.428 2.306 -6.910
O -20.517 4.893 -7.997
C -19.394 5.499 -7.890
O -19.256 6.783 -8.258
C -17.997 7.267 -7.894
C -17.484 6.340 -6.777
C -18.201 5.050 -7.040
H -18.016 8.251 -7.425
H -17.304 7.533 -8.692
H -17.689 6.719 -5.775
H -16.401 6.273 -6.883
H -18.630 4.545 -6.175
H -17.481 4.505 -7.650
O -23.445 4.657 -8.968
C -23.977 5.673 -9.457
O -23.380 6.895 -9.463
C -23.998 7.835 -10.281
C -25.477 7.288 -10.368
C -25.345 5.727 -10.188
H -23.500 7.929 -11.246
H -24.069 8.883 -9.991
H -25.914 7.525 -11.338
H -26.060 7.875 -9.658
H -25.344 5.309 -11.195
H -26.212 5.301 -9.685
O -23.613 2.003 -8.685
C -24.528 1.815 -9.488
O -25.778 2.313 -9.339
C -26.631 1.981 -10.374
C -25.745 1.372 -11.458
C -24.387 1.126 -10.759
H -27.183 2.834 -10.769
H -27.288 1.216 -9.960
H -25.583 2.057 -12.289
H -26.086 0.423 -11.872
H -23.512 1.471 -11.310
H -24.216 0.050 -10.727
*
```

(4)
A cluster of 5 separate species, C35H61N2O10S4 in total in a non-equilibrium geometry. Source: OMol25; level of theory: ωB97M-V/def2-TZVPD.

Summary:
<S²>   0.7546
E_LUMO (alpha / beta)   0.17 / 0.11 eV
Gap between HOMO and LUMO (alpha / beta)   8.2946 / 8.3033 eV
E_tot   -3824.2855 hartree

```
! wB97M-V def2-TZVPD RIJCOSX def2/J DEFGRID3
* xyz 0 2
C 0.921 4.353 0.194
C 0.992 2.796 0.790
C 2.469 2.719 1.571
C 1.128 1.775 -0.493
C -0.130 0.744 -0.691
C -0.207 0.430 -2.332
C 1.209 -0.171 -2.932
C 1.877 0.730 -4.128
N 2.461 -0.037 -5.322
O 2.003 2.060 -4.146
C 0.013 -0.698 0.070
C 1.263 -0.821 1.120
C 2.639 -1.564 0.538
C 3.969 -1.726 1.496
C 3.970 -1.154 3.043
C 2.620 -0.458 3.663
C 1.298 -0.314 2.677
C -1.498 1.584 -0.335
C -1.469 2.333 1.120
C -2.363 1.362 2.148
C -2.324 3.724 0.976
N -0.112 2.465 1.762
O -0.169 3.303 2.811
H 0.901 5.125 1.074
H 0.065 4.490 -0.598
H 1.940 4.482 -0.414
H 2.429 3.120 2.669
H 2.935 1.637 1.527
H 3.234 3.419 0.987
H 1.137 2.473 -1.461
H 2.196 1.247 -0.501
H -0.337 1.503 -2.839
H -1.157 -0.184 -2.635
H 0.968 -1.233 -3.400
H 2.040 -0.346 -2.120
H 3.340 -0.552 -5.025
H 2.713 0.614 -6.102
H -1.007 -0.987 0.615
H 0.169 -1.558 -0.743
H 2.653 -1.973 -0.578
H 4.932 -2.242 1.059
H 4.912 -1.223 3.748
H 2.517 -0.015 4.762
H 0.308 0.199 3.099
H -2.392 0.794 -0.349
H -1.689 2.369 -1.191
H -3.495 1.701 2.201
H -1.922 1.401 3.244
H -2.351 0.237 1.818
H -3.448 3.398 0.740
H -2.380 4.380 1.942
H -2.005 4.412 0.076
C 6.158 -5.961 5.469
C 4.804 -5.629 4.845
C 4.920 -4.247 4.204
S 6.637 -4.049 3.753
O 7.203 -2.983 4.552
O 6.758 -4.084 2.309
C 7.196 -5.607 4.414
H 6.225 -7.013 5.760
H 6.312 -5.350 6.366
H 4.563 -6.374 4.077
H 4.000 -5.653 5.588
H 4.298 -4.166 3.309
H 4.661 -3.455 4.911
H 8.203 -5.501 4.820
H 7.193 -6.336 3.598
C -5.878 -1.230 -3.757
C -6.445 -0.905 -2.376
C -5.264 -0.759 -1.418
S -3.880 -0.219 -2.410
O -2.879 -1.266 -2.412
O -3.563 1.156 -2.079
C -4.734 -0.251 -3.974
H -6.637 -1.140 -4.540
H -5.499 -2.259 -3.769
H -7.001 0.039 -2.424
H -7.140 -1.677 -2.032
H -5.466 -0.016 -0.642
H -5.000 -1.715 -0.960
H -4.050 -0.559 -4.767
H -5.110 0.757 -4.170
C -0.709 -4.888 -0.153
C -1.043 -4.872 1.338
C -0.128 -5.886 2.024
S 1.352 -5.976 1.028
O 1.439 -7.301 0.451
O 2.453 -5.373 1.754
C 0.809 -4.844 -0.236
H -1.165 -4.045 -0.680
H -1.083 -5.814 -0.605
H -0.853 -3.871 1.744
H -2.097 -5.105 1.520
H 0.134 -5.570 3.037
H -0.581 -6.881 2.049
H 1.195 -5.156 -1.208
H 1.189 -3.850 0.019
C -3.119 8.276 -3.288
C -2.611 7.029 -4.010
C -2.558 5.896 -2.987
S -3.807 6.267 -1.765
O -3.151 6.533 -0.502
O -4.893 5.316 -1.890
C -4.320 7.820 -2.473
H -3.389 9.070 -3.991
H -2.338 8.662 -2.623
H -3.307 6.765 -4.816
H -1.630 7.196 -4.466
H -2.775 4.928 -3.446
H -1.589 5.859 -2.481
H -4.593 8.520 -1.681
H -5.183 7.625 -3.118
*
```

> Which formula does entry 1 have?

C35H57NO5PRu

> Which of these has the lowest E_tot?

C35H60F3MnO16